C16H21Cl3OPdSe | the ωB97M-V functional and the def2-TZVPD basis

Output
gap between HOMO and LUMO (spin up / spin down): 4.80 / 4.90 eV
multiplicity: 5
total charge: -2
maximum force: 4.523 eV/Å

Geometry (Å):
Pd 0.15812 0.40778 -0.67875
Se 2.67226 0.63244 -0.09617
Cl 1.29967 1.84062 -2.26673
Cl 1.84939 0.64868 1.99522
Cl 1.02486 5.00824 -0.25725
O 0.44370 -1.43346 -1.48781
C 3.77255 -3.21176 1.11876
C -1.87692 0.86175 -1.06301
C -1.87962 -0.21370 -0.05788
C -1.71768 2.12068 -0.33797
C -1.57332 2.83991 2.12970
C 4.00449 -3.89231 -0.08162
C -1.72618 0.41462 1.23018
C 3.17248 -1.22525 -0.11719
C -2.28421 -1.60430 -0.31684
C -2.15950 0.70953 -2.49220
C 3.78967 -3.23755 -1.30707
C 3.34027 -1.88696 1.09617
C -1.80994 3.44598 -0.94507
C -1.74978 -0.29770 2.52540
C -1.63044 1.82471 1.04756
C 3.30556 -1.91799 -1.32713
H -1.87105 -1.91306 -1.28320
H -0.93810 4.04823 -0.60233
H -2.57055 3.23962 2.38507
H -2.72381 3.98752 -0.65896
H 3.10664 -1.37305 2.02757
H -1.62748 1.48186 -3.06281
H 3.01932 -1.43560 -2.25504
H 3.96472 -3.75294 -2.24699
H -1.90692 -2.25901 0.47973
H -0.99213 0.10680 3.21367
H -2.72994 -0.21892 3.02516
H -1.84074 -0.28443 -2.82447
H -1.15452 2.40974 3.05084
H -0.94584 3.68861 1.81324
H 4.34111 -4.93086 -0.06101
H -1.72604 3.37226 -2.03227
H -3.23706 0.82375 -2.66552
H -1.54332 -1.36433 2.36601
H -3.37960 -1.71214 -0.34281
H 0.41842 -2.05151 -0.71947
H 3.91143 -3.69653 2.08327